(1)
Density functional theory data (wB97M-V/def2-TZVPD) for the ion C3H6N3 with charge +1.

Last column: natural (NBO) charge in e.
CARTESIAN COORDINATES (ANGSTROEM)
C 1.211 0.532 -0.310  -0.065
N -2.839 -1.499 1.017  -0.078
H 0.262 -1.524 0.495  0.262
H 3.085 1.518 -0.711  0.260
C -0.559 -0.894 0.320  0.308
H 1.640 -0.482 -0.590  0.212
H -3.452 -1.970 0.303  0.371
N -0.226 0.336 0.030  -0.498
N -1.791 -1.264 0.388  -0.074
H -0.843 1.076 0.179  0.433
H 1.575 2.563 -0.614  0.220
C 1.936 1.608 -0.505  -0.352

As for the orbital gap: 8.16 eV. As for the SMILES: [H]/N=N/C=[NH+]/C=C. As for the charge: +1.

(2)
Density functional theory data (wB97M-V/def2-TZVPD) for the ion C3H6N3 with charge +1.

Last column: natural (NBO) charge in e.
CARTESIAN COORDINATES (ANGSTROEM)
H -3.494 1.386 -0.174  0.381
H 1.528 0.596 1.063  0.254
C 1.880 0.049 0.149  -0.427
N -2.632 0.847 -0.256  -0.532
N -1.498 -0.944 0.163  -0.329
C -0.416 -0.656 -0.236  0.778
H -3.570 -1.118 0.150  0.235
H 2.313 0.789 -0.505  0.244
H 2.714 -0.802 0.386  0.255
H 1.032 -1.258 -1.278  0.451
N 0.790 -0.649 -0.554  -0.535
C -2.774 -0.348 0.076  0.228

As for the orbital gap: 10.74 eV. As for the SMILES: [H]/N=C/N=C=[NH+]C. As for the charge: +1.

The computed energies, referenced to the most stable structure and given in hartree, are (1) 0.0539; (2) 0.0000.